This record from OMol25 describes a cluster of 2 separate species, C2H4IPS in total at a distorted geometry. The level of theory is the ωB97M-V functional and the def2-TZVPD basis.

The geometry in ORCA input format:
```
! wB97M-V def2-TZVPD RIJCOSX def2/J DEFGRID3
* xyz 0 1
C 0.83261 1.98451 -1.18378
P 0.21631 2.37754 0.17920
H 1.21363 2.23059 -2.08963
S -0.55241 -1.36341 -1.23399
C -0.00629 -1.77042 0.50282
I 1.82417 -2.87423 0.77621
H 0.11964 -2.43711 -1.79244
H 0.08462 -0.81194 1.22388
H -0.82761 -2.50007 0.87917
*
```

Values from the calculation:
Relative energy (zero: lowest compared OMol25 entry of this formula, charge and spin) = 63.9 kcal/mol
Gap between HOMO and LUMO = 0.338 Ha
DFT total energy = -1115.72455 Eh
F_max = 3.87 eV/A
SMILES string = C#P.SCI